Record 1
ORCA calculation (the ωB97M-V functional and the def2-TZVPD basis) on C24H32N2O2S in the gas phase.

## Properties
HOMO-LUMO gap = 0.327 hartree
Net charge = 0
Maximum force = 0.76 eV Å⁻¹
E_tot = -1591.92934 a.u.
HOMO level = -8.22 eV
Spin multiplicity = 1
SMILES = CSCCCNC(=O)c1ccc(OC2CCN(CCc3ccccc3)CC2)cc1

```
61
C24H32N2O2S the ωB97M-V functional and the def2-TZVPD basis
C -6.642 -3.532 3.029
S -6.248 -4.949 1.961
C -5.500 -4.150 0.501
C -6.508 -3.518 -0.455
C -6.778 -2.041 -0.150
N -5.598 -1.232 -0.344
C -4.880 -0.714 0.681
O -5.227 -0.825 1.845
C -3.648 0.019 0.286
C -3.216 1.058 1.103
C -2.071 1.773 0.816
C -1.312 1.447 -0.307
O -0.180 2.067 -0.710
C 0.420 3.073 0.094
C 1.135 2.473 1.310
C 2.295 1.591 0.853
N 3.225 2.383 0.075
C 4.523 1.780 -0.111
C 4.563 0.475 -0.939
C 5.972 -0.027 -1.022
C 6.476 -0.884 -0.051
C 7.789 -1.315 -0.102
C 8.620 -0.892 -1.126
C 8.129 -0.035 -2.096
C 6.815 0.395 -2.042
C 2.595 2.854 -1.142
C 1.443 3.792 -0.786
C -1.734 0.389 -1.120
C -2.883 -0.312 -0.832
H -5.921 -2.737 2.864
H -7.652 -3.187 2.826
H -6.577 -3.887 4.053
H -4.773 -3.421 0.858
H -4.968 -4.965 0.009
H -7.448 -4.071 -0.407
H -6.128 -3.597 -1.478
H -7.577 -1.672 -0.803
H -7.081 -1.908 0.889
H -5.269 -1.109 -1.288
H -3.801 1.298 1.979
H -1.780 2.578 1.472
H -0.347 3.792 0.417
H 1.518 3.289 1.922
H 0.441 1.878 1.906
H 2.818 1.195 1.726
H 1.886 0.743 0.276
H 5.165 2.522 -0.595
H 4.938 1.578 0.881
H 3.927 -0.272 -0.460
H 4.176 0.674 -1.940
H 5.830 -1.220 0.748
H 8.165 -1.985 0.657
H 9.645 -1.228 -1.167
H 8.772 0.300 -2.897
H 6.436 1.062 -2.804
H 3.338 3.396 -1.732
H 2.195 2.027 -1.751
H 1.830 4.651 -0.237
H 0.957 4.141 -1.698
H -1.130 0.136 -1.978
H -3.158 -1.143 -1.465
```

Atomic partial charges in e from the Löwdin method, atoms 1 to 5: atom 1 (C): -0.40, atom 2 (S): 0.79, atom 3 (C): -0.50, atom 4 (C): -0.24, atom 5 (C): -0.18

Record 2
ORCA calculation (the ωB97M-V functional and the def2-TZVPD basis) on 2 unconnected molecules or ions with the total composition C34H40O4.

## Properties
HOMO-LUMO gap = 0.105 hartree
Net charge = 0
Maximum force = 2.63 eV Å⁻¹
E_tot = -1620.39619 a.u.
HOMO level = -6.00 eV
Spin multiplicity = 1

```
78
C34H40O4 the ωB97M-V functional and the def2-TZVPD basis
C -3.916 -0.543 1.599
C -2.418 -0.625 1.653
O -1.954 0.704 1.354
C -0.638 0.903 1.625
C -0.401 2.265 2.050
C 0.736 2.549 2.888
O 0.989 3.738 3.179
C 1.654 1.488 3.509
C 3.024 1.332 2.854
C 3.701 2.669 2.480
C 3.528 3.078 1.009
C 3.033 4.514 0.753
C 2.155 4.631 -0.505
C 0.754 4.040 -0.333
C -0.170 4.914 0.504
C -1.514 4.219 0.753
C -1.509 3.298 1.984
O 0.185 0.000 1.483
H -4.352 -1.541 1.595
H -4.271 -0.011 2.486
H -4.261 -0.006 0.714
H -2.069 -0.902 2.657
H -1.999 -1.315 0.919
H 1.821 1.837 4.536
H 1.146 0.522 3.532
H 3.667 0.828 3.586
H 2.961 0.660 1.990
H 3.312 3.449 3.147
H 4.778 2.555 2.683
H 4.510 2.982 0.514
H 2.867 2.355 0.504
H 2.501 4.893 1.639
H 3.912 5.159 0.613
H 2.065 5.686 -0.785
H 2.634 4.097 -1.330
H 0.288 3.869 -1.319
H 0.814 3.052 0.148
H 0.306 5.158 1.467
H -0.328 5.867 -0.029
H -2.272 4.996 0.913
H -1.810 3.632 -0.128
H -2.481 2.791 2.047
H -1.376 3.931 2.874
C 2.454 -6.894 0.389
C 1.117 -6.866 -0.035
C 0.791 -6.450 -1.324
C 1.824 -5.964 -2.130
O 1.508 -5.133 -3.218
C 0.874 -3.927 -2.895
C 1.532 -2.983 -2.089
C 0.820 -1.913 -1.589
C -0.535 -1.686 -1.946
C -1.209 -0.548 -1.420
C -2.586 -0.298 -1.747
C -3.038 0.908 -2.352
C -4.306 0.971 -2.919
C -5.198 -0.103 -2.807
C -4.810 -1.264 -2.128
C -3.537 -1.354 -1.584
C -1.132 -2.618 -2.853
C -0.434 -3.705 -3.338
C 3.172 -6.155 -1.811
C 3.475 -6.556 -0.511
H 2.699 -7.178 1.418
H 0.318 -7.161 0.646
H -0.240 -6.437 -1.690
H 2.595 -3.119 -1.855
H 1.268 -1.218 -0.881
H -0.607 0.213 -0.928
H -2.325 1.738 -2.423
H -4.613 1.856 -3.479
H -6.175 -0.074 -3.289
H -5.482 -2.124 -2.040
H -3.219 -2.257 -1.044
H -2.167 -2.492 -3.157
H -0.899 -4.400 -4.040
H 3.944 -5.918 -2.548
H 4.517 -6.604 -0.195
```

Atomic partial charges in e from the Löwdin method, atoms 1 to 5: atom 1 (C): -0.07, atom 2 (C): -0.23, atom 3 (O): -0.07, atom 4 (C): -0.51, atom 5 (C): -0.10

Record 3
ORCA calculation (the ωB97M-V functional and the def2-TZVPD basis) on 4 unconnected molecules or ions with the total composition C2H11NO3.

## Properties
HOMO-LUMO gap = 0.363 hartree
Net charge = 0
Maximum force = 3.36 eV Å⁻¹
E_tot = -363.19261 a.u.
HOMO level = -9.16 eV
Spin multiplicity = 1
SMILES = C=NC.O.O.O

```
17
C2H11NO3 the ωB97M-V functional and the def2-TZVPD basis
C -0.715 -0.731 -0.743
N -0.213 0.431 -1.094
C -1.026 1.671 -0.931
H -0.328 -1.657 -1.332
H -1.593 -0.959 -0.050
H -2.178 1.465 -0.880
H -0.721 2.329 -1.793
H -0.743 2.201 -0.017
O -4.013 4.378 2.637
H -3.276 5.022 2.657
H -4.285 4.036 3.511
O 1.908 -3.961 -1.102
H 2.437 -3.204 -0.701
H 1.490 -4.553 -0.388
O 4.014 -2.038 0.192
H 4.635 -2.695 0.564
H 4.606 -1.734 -0.532
```

Atomic partial charges in e from the Löwdin method, atoms 1 to 5: atom 1 (C): -0.09, atom 2 (N): -0.12, atom 3 (C): -0.17, atom 4 (H): 0.08, atom 5 (H): 0.08

Record 4
ORCA calculation (the ωB97M-V functional and the def2-TZVPD basis) on 3 unconnected molecules or ions with the total composition C4H13NO3.

## Properties
HOMO-LUMO gap = 0.366 hartree
Net charge = 0
Maximum force = 6.85 eV Å⁻¹
E_tot = -440.62306 a.u.
HOMO level = -9.52 eV
Spin multiplicity = 1
SMILES = CCN(C)C=O.O.O

```
21
C4H13NO3 the ωB97M-V functional and the def2-TZVPD basis
C -2.039 0.429 0.899
C -0.738 1.178 1.007
N 0.470 0.358 0.787
C 1.738 1.006 0.450
C 0.448 -0.946 1.287
O 1.176 -1.798 0.804
H -1.982 -0.548 0.438
H -2.801 1.023 0.402
H -2.261 0.311 1.967
H -0.645 1.793 1.825
H -0.634 1.748 -0.049
H 1.696 2.083 0.660
H 1.911 0.761 -0.579
H 2.611 0.698 1.098
H -0.434 -1.226 1.951
O -1.685 -0.683 -2.913
H -1.303 -0.779 -2.047
H -2.295 0.040 -3.024
O 2.554 -1.784 -1.945
H 2.499 -2.274 -1.013
H 1.715 -1.390 -2.005
```

Atomic partial charges in e from the Löwdin method, atoms 1 to 5: atom 1 (C): -0.10, atom 2 (C): -0.23, atom 3 (N): -0.18, atom 4 (C): -0.05, atom 5 (C): -0.30

Record 5
ORCA calculation (the ωB97M-V functional and the def2-TZVPD basis) on 8 unconnected molecules or ions with the total composition C42H102F6N5O11P.

## Properties
⟨S²⟩ = 0.751
HOMO-LUMO gap (alpha / beta) = 0.071 / 0.213 hartree
Net charge = +1
Maximum force = 6.72 eV Å⁻¹
E_tot = -3702.91530 a.u.
HOMO level (alpha / beta) = -3.86 / -7.76 eV
Spin multiplicity = 2

```
167
C42H102F6N5O11P the ωB97M-V functional and the def2-TZVPD basis
C 5.501 2.152 -0.131
C 5.705 0.634 0.033
N 5.484 -0.002 1.404
C 5.829 -1.480 1.209
C 6.471 0.713 2.423
C 7.949 0.770 2.062
C 4.005 0.124 1.917
C 3.832 -0.077 3.433
O 4.088 -1.391 3.903
C 4.050 -1.389 5.337
H 4.482 2.532 -0.064
H 5.803 2.410 -1.147
H 6.194 2.774 0.437
H 6.710 0.332 -0.263
H 5.149 0.002 -0.660
H 5.665 -1.995 2.156
H 6.880 -1.520 0.921
H 5.215 -1.929 0.429
H 6.478 0.197 3.384
H 6.193 1.749 2.619
H 8.012 1.303 1.114
H 8.277 -0.268 1.999
H 8.651 1.230 2.757
H 3.396 -0.580 1.349
H 3.655 1.144 1.761
H 2.786 0.076 3.700
H 4.291 0.778 3.930
H 4.673 -0.686 5.889
H 4.414 -2.375 5.628
H 3.011 -1.323 5.660
C -0.478 -2.959 -2.867
C 0.292 -4.051 -3.637
N 1.586 -3.562 -4.384
C 2.673 -3.088 -3.385
C 2.069 -4.778 -5.268
C 3.295 -4.388 -6.121
C 1.138 -2.313 -5.197
C 0.295 -2.554 -6.458
O -0.987 -3.176 -6.253
C -1.798 -2.902 -7.397
H -1.226 -3.558 -2.349
H -1.029 -2.344 -3.579
H 0.037 -2.350 -2.124
H -0.353 -4.557 -4.354
H 0.590 -4.797 -2.901
H 3.513 -2.689 -3.954
H 3.089 -3.939 -2.845
H 2.116 -2.394 -2.756
H 1.240 -5.181 -5.850
H 2.345 -5.663 -4.695
H 2.928 -3.541 -6.700
H 3.590 -5.090 -6.902
H 4.167 -4.057 -5.557
H 2.013 -1.796 -5.591
H 0.739 -1.609 -4.467
H 0.830 -3.097 -7.238
H 0.089 -1.576 -6.893
H -2.491 -3.683 -7.711
H -1.305 -2.605 -8.323
H -2.418 -2.039 -7.156
C -3.694 -3.645 3.172
C -2.723 -3.418 1.996
N -1.239 -3.076 2.451
C -0.373 -2.976 1.157
C -1.268 -1.747 3.269
C 0.107 -1.126 3.570
C -0.678 -4.179 3.391
C -0.672 -5.569 2.874
O 0.135 -5.636 1.688
C -0.040 -6.842 0.928
H -4.040 -2.751 3.689
H -3.302 -4.375 3.881
H -4.554 -4.191 2.783
H -3.098 -2.678 1.290
H -2.513 -4.375 1.518
H -0.623 -3.796 0.484
H 0.654 -2.973 1.522
H -0.609 -2.100 0.552
H -1.899 -1.900 4.144
H -1.734 -1.160 2.478
H 0.738 -0.921 2.705
H 0.574 -1.693 4.375
H -0.176 -0.127 3.901
H -1.206 -4.013 4.330
H 0.378 -3.977 3.570
H -1.654 -5.962 2.613
H -0.170 -6.158 3.641
H -1.026 -6.949 0.476
H 0.145 -7.778 1.455
H 0.729 -6.787 0.158
C -6.298 -1.016 -1.014
C -6.063 0.001 -2.120
N -4.795 0.063 -2.970
C -4.649 -1.089 -3.999
C -4.649 1.429 -3.709
C -5.735 1.703 -4.706
C -3.610 -0.162 -1.994
C -3.408 0.972 -1.097
O -4.252 1.101 0.056
C -3.838 1.970 1.052
H -6.329 -2.012 -1.455
H -7.332 -0.933 -0.679
H -5.747 -0.786 -0.102
H -6.235 1.020 -1.773
H -6.858 -0.088 -2.861
H -5.574 -1.135 -4.574
H -4.497 -2.030 -3.469
H -3.777 -0.998 -4.646
H -3.662 1.638 -4.122
H -4.913 2.156 -2.941
H -6.764 1.748 -4.348
H -5.794 1.117 -5.624
H -5.502 2.706 -5.062
H -2.655 -0.354 -2.485
H -3.824 -1.041 -1.385
H -3.205 1.943 -1.549
H -2.383 0.746 -0.802
H -2.928 1.654 1.562
H -4.607 2.169 1.798
H -3.565 2.911 0.575
C -1.233 6.793 1.747
C -0.193 6.161 2.759
N -0.571 4.715 3.135
C -0.532 3.874 1.874
C 0.553 4.209 4.133
C 1.960 3.781 3.477
C -1.969 4.472 3.775
C -2.268 5.128 5.130
O -2.298 6.519 4.931
C -2.570 7.320 6.136
H -1.037 6.422 0.741
H -1.134 7.872 1.633
H -2.271 6.642 2.043
H 0.030 6.804 3.611
H 0.811 6.123 2.336
H -0.683 2.823 2.121
H 0.287 4.050 1.177
H -1.437 4.151 1.333
H 0.046 3.374 4.617
H 0.727 5.016 4.845
H 2.574 4.680 3.426
H 1.909 3.130 2.604
H 2.443 3.216 4.274
H -2.103 3.395 3.881
H -2.766 4.732 3.079
H -1.419 4.892 5.771
H -3.207 4.789 5.569
H -3.544 7.266 6.622
H -2.397 8.357 5.850
H -1.833 7.110 6.911
O -0.283 1.514 -4.019
C -0.934 1.126 -5.057
O -1.088 1.911 -6.027
O -1.400 0.005 -5.070
H -0.338 0.744 -3.449
O 2.786 4.857 -0.152
C 2.230 5.496 -1.178
O 2.833 6.249 -1.911
O 0.999 5.252 -1.185
H 1.954 4.387 -0.248
P 0.739 0.668 -0.192
F 2.163 0.991 -1.018
F 0.102 2.102 -0.483
F -0.007 0.104 -1.529
F -0.614 0.159 0.656
F 1.357 -0.784 0.319
F 1.513 1.313 1.106
```

Atomic partial charges in e from the Löwdin method, atoms 1 to 5: atom 1 (C): -0.03, atom 2 (C): -0.17, atom 3 (N): -0.20, atom 4 (C): 0.01, atom 5 (C): -0.15

Record 6
ORCA calculation (the ωB97M-V functional and the def2-TZVPD basis) on 2 unconnected molecules or ions with the total composition C3ClF2O2.

## Properties
HOMO-LUMO gap = 0.269 hartree
Net charge = -1
Maximum force = 3.83 eV Å⁻¹
E_tot = -924.71096 a.u.
HOMO level = -3.62 eV
Spin multiplicity = 1

```
8
C3ClF2O2 the ωB97M-V functional and the def2-TZVPD basis
C -0.378 0.377 -0.620
C -1.481 0.156 0.017
C 1.914 -0.628 0.183
O 1.700 -0.542 1.321
O 2.446 -0.636 -0.848
F 0.094 1.758 -0.916
F -2.487 0.988 0.484
Cl -1.809 -1.472 0.379
```

Atomic partial charges in e from the Löwdin method, atoms 1 to 5: atom 1 (C): -0.20, atom 2 (C): -0.88, atom 3 (C): -0.52, atom 4 (O): 0.14, atom 5 (O): 0.14